Entry 1:
Entry from OMol25: a structure of composition C26H26Cl3N6O4V (wB97M-V/def2-TZVPD).

Results
**⟨S²⟩**: 0.78
**Spin multiplicity**: 2
**Charge**: +1
**DFT total energy**: -3960.160017 Eh
**LUMO (spin up / spin down)**: -4.22 / -3.82 eV
**Maximum force**: 2.338 eV/A

Each line ends with the Löwdin charge.
Element x y z (Å)
O 1.3288 -4.7409 -9.2374  -0.285
V 1.1960 -3.2464 -9.7646  1.037
N 0.8247 0.0330 -10.4712  -0.499
O -0.2394 0.4653 -10.8799  0.066
O 1.7925 0.7239 -10.1654  0.028
O 0.9378 -1.2842 -10.3503  -0.230
N -3.6823 -0.5565 -14.1409  0.037
C -4.7782 -0.5160 -14.8825  -0.156
C -5.6127 0.5814 -14.9696  -0.066
C -5.2457 1.7166 -14.2762  -0.069
C -4.1173 1.6784 -13.4768  -0.062
C -3.3610 0.5343 -13.4726  -0.160
H -5.0473 -1.4261 -15.4142  0.107
H -6.4982 0.5866 -15.5891  0.106
H -5.7965 2.6483 -14.3447  0.112
H -3.7585 2.5459 -12.9347  0.110
H -2.4598 0.4295 -12.8921  0.094
N 0.1902 -2.5976 -7.9254  -0.015
C -0.8001 -1.7091 -7.9867  -0.103
C -1.4307 -1.2548 -6.8548  -0.013
C -1.0025 -1.7450 -5.6230  -0.019
C 0.0388 -2.6640 -5.5746  -0.022
C 0.6349 -3.0134 -6.7527  -0.116
H -1.1512 -1.4456 -8.9790  0.116
H -2.1958 -0.4927 -6.8751  0.123
H -1.5314 -1.4125 -4.7381  0.122
H 0.3528 -3.0366 -4.6110  0.121
H 1.4724 -3.7009 -6.7781  0.125
N -0.7606 -3.6798 -10.5985  -0.044
C -1.1456 -3.0652 -11.7179  -0.102
C -2.4621 -2.9777 -12.1304  -0.012
C -3.4285 -3.5913 -11.3439  -0.021
C -3.0274 -4.2942 -10.2298  -0.033
C -1.6904 -4.3244 -9.9122  -0.132
H -0.3566 -2.6394 -12.3281  0.122
H -2.7635 -2.5111 -13.0631  0.092
H -4.4801 -3.5421 -11.5963  0.124
H -3.7150 -4.8796 -9.6373  0.119
H -1.3459 -4.9343 -9.0832  0.124
N 3.1568 -2.4685 -9.1158  -0.026
C 4.2661 -3.1232 -9.3937  -0.120
C 5.5101 -2.6657 -9.0343  -0.033
C 5.6127 -1.4083 -8.4629  -0.023
C 4.4368 -0.7319 -8.1480  -0.012
C 3.2416 -1.3060 -8.5114  -0.142
H 4.1674 -4.0666 -9.9176  0.124
H 6.3693 -3.2837 -9.2548  0.120
H 6.5859 -1.0555 -8.1452  0.123
H 4.5213 0.2148 -7.6349  0.123
H 2.3088 -0.7961 -8.3063  0.105
N -0.8397 4.3715 -10.4882  0.058
C 0.3605 3.8455 -10.6185  -0.171
C 1.4388 4.1952 -9.8203  -0.076
C 1.2552 5.1635 -8.8577  -0.088
C 0.0071 5.7248 -8.7091  -0.075
C -0.9966 5.3079 -9.5705  -0.163
H 0.4764 3.0234 -11.3144  0.070
H 2.4113 3.7533 -9.9893  0.094
H 2.0761 5.4972 -8.2316  0.107
H -0.1807 6.4983 -7.9785  0.102
H -1.9646 5.8031 -9.5461  0.104
C 3.0618 0.4355 -13.1547  -1.548
Cl 2.9881 2.1837 -12.9926  0.570
Cl 4.4378 -0.2093 -12.2397  0.523
Cl 3.2218 -0.0149 -14.8581  0.541
H 2.1570 0.0003 -12.7630  -0.016

Entry 2:
Entry from OMol25: a cluster of 2 separate species, C26H26N2O3 in total (wB97M-V/def2-TZVPD).

Results
**Energy relative to the best compared isomer or geometry (same formula, charge and spin)**: 557.27 kJ/mol
**Charge**: 0
**DFT total energy**: -1341.442158 Eh
**LUMO**: -1.68 eV
**Maximum force**: 2.014 eV/A

Each line ends with the Löwdin charge.
Element x y z (Å)
O 0.8358 0.9043 -1.7248  -0.122
C 1.4227 1.8741 -2.2771  -0.369
C 1.9095 1.7445 -3.6580  -0.105
N 1.4379 0.6673 -4.4803  -0.328
O 0.4051 0.0473 -4.1561  0.033
O 2.0896 0.4136 -5.5249  0.000
C 2.8669 2.6018 -4.1815  -0.035
C 3.2098 3.7626 -3.4909  -0.122
C 2.6350 4.0281 -2.2322  -0.111
C 1.7544 3.1298 -1.6445  -0.037
H 3.2856 2.3407 -5.1518  0.112
H 3.8992 4.4622 -3.9636  0.089
H 2.8954 4.9621 -1.7216  0.099
H 1.2974 3.3354 -0.6731  0.099
C -3.0658 1.6339 0.3559  -0.024
C -3.1848 0.4739 -0.6254  -0.534
C -4.6698 0.2000 -0.9013  -0.057
C -2.4985 0.7862 -1.9524  -0.011
C -2.5316 -0.7281 0.0297  -0.071
N -3.2421 -1.8266 0.3345  0.187
C -2.4480 -2.7804 0.9725  -0.183
C -1.1495 -2.2546 1.0806  -0.094
C -0.1590 -3.0635 1.6449  -0.007
C -0.5042 -4.3303 2.1374  -0.065
C -1.8189 -4.8150 2.0389  -0.075
C -2.8246 -4.0300 1.4491  -0.008
C -1.1827 -0.9000 0.4896  -0.049
C -0.1415 0.0215 0.3910  0.112
C 1.0100 -0.0335 1.2604  -0.178
C 0.8594 -0.3701 2.6345  -0.040
C 1.9524 -0.4531 3.4885  -0.031
C 3.2434 -0.2173 2.9914  -0.262
C 4.4618 -0.3737 3.8524  -0.050
C 3.4051 0.1659 1.6556  -0.021
C 2.3148 0.2751 0.8171  0.017
H -2.0229 1.8502 0.6109  0.085
H -3.5210 2.5276 -0.0878  0.099
H -3.6041 1.3915 1.2834  0.098
H -4.8085 -0.6310 -1.6066  0.095
H -5.2266 0.0050 0.0253  0.088
H -5.1057 1.0978 -1.3595  0.098
H -2.5988 -0.0628 -2.6413  0.106
H -2.9765 1.6597 -2.4193  0.103
H -1.4297 0.9882 -1.8486  0.065
H -4.2362 -1.9640 0.1673  0.165
H 0.8621 -2.7004 1.7101  0.112
H 0.2566 -4.9499 2.6134  0.107
H -2.0639 -5.8158 2.3987  0.106
H -3.8594 -4.3509 1.3412  0.112
H -0.2723 0.8771 -0.2534  0.086
H -0.1496 -0.5666 3.0035  0.124
H 1.7943 -0.7136 4.5379  0.120
H 5.3374 -0.0113 3.3069  0.077
H 4.3752 0.1841 4.7896  0.085
H 4.6310 -1.4267 4.1021  0.088
H 4.4040 0.3866 1.2810  0.119
H 2.4440 0.5709 -0.2195  0.108

Entry 3:
Entry from OMol25: a cluster of 2 separate species, C26H26NO3 in total (wB97M-V/def2-TZVPD).

Results
**Energy relative to the best compared isomer or geometry (same formula, charge and spin)**: 159.26 kJ/mol
**Charge**: +1
**DFT total energy**: -1286.546801 Eh
**LUMO**: -5.15 eV
**Maximum force**: 2.458 eV/A

Each line ends with the Löwdin charge.
Element x y z (Å)
C 3.7372 -0.9422 3.2144  0.002
C 2.8537 0.2605 3.4190  -0.502
N 1.4987 -0.0405 3.2295  0.081
C 0.4735 0.9218 3.2637  -0.271
C 0.3560 1.7416 4.4691  -0.172
C -0.5016 2.8674 4.5118  -0.020
C -0.7367 3.5610 5.7034  -0.071
C -0.0792 3.1801 6.8843  -0.075
C 0.8176 2.1044 6.8475  -0.071
C 1.0152 1.4022 5.6614  -0.038
C -0.3446 0.9726 2.1600  0.072
O 3.2780 1.3598 3.7439  0.089
H 3.1614 -1.8735 3.2135  0.068
H 4.2836 -0.8532 2.2658  0.097
H 4.4708 -0.9709 4.0272  0.095
H 1.3563 -0.7761 2.5478  0.115
H -0.9876 3.1886 3.5917  0.103
H -1.4378 4.4024 5.7222  0.109
H -0.2552 3.7205 7.8183  0.107
H 1.3604 1.8122 7.7514  0.108
H 1.7138 0.5642 5.6811  0.106
H -1.0396 1.8049 2.0526  0.056
H -0.0889 0.3969 1.2653  0.058
C -7.2503 -1.8337 -0.9906  -0.031
O -5.8653 -1.6364 -1.3573  -0.050
C -4.8932 -1.9853 -0.4747  -0.219
C -3.5644 -1.6382 -0.8304  0.027
C -2.5483 -1.7796 0.0857  0.006
C -2.7791 -2.2449 1.4235  -0.192
C -1.7099 -2.1882 2.3363  0.076
C -1.7814 -2.5082 3.7094  -0.183
C -0.6050 -2.9434 4.4049  0.061
C -0.6632 -3.2699 5.7441  -0.133
C -1.9093 -3.3005 6.4264  -0.181
O -1.8559 -3.7401 7.7117  0.029
C -0.4197 -4.0806 7.9733  -0.073
C 0.3926 -3.6674 6.7304  -0.085
C -3.0866 -2.9130 5.7644  0.039
C -2.9974 -2.4952 4.4667  -0.003
C -4.0716 -2.8196 1.6444  0.003
C -5.1263 -2.6375 0.7675  0.021
H -7.8139 -1.4869 -1.8587  0.103
H -7.4442 -2.8957 -0.8051  0.098
H -7.4996 -1.2348 -0.1076  0.104
H -3.4151 -1.2045 -1.8226  0.137
H -1.5383 -1.5081 -0.2140  0.122
H -0.7039 -2.0849 1.8970  0.127
H 0.3653 -3.0368 3.8933  0.133
H -0.1156 -3.5473 8.8833  0.131
H -0.3593 -5.1641 8.1513  0.131
H 1.0129 -4.4851 6.3506  0.130
H 1.0481 -2.8196 6.9780  0.130
H -4.0310 -2.9290 6.3163  0.138
H -3.8967 -2.1361 3.9587  0.117
H -4.2640 -3.4246 2.5285  0.118
H -6.1421 -2.9647 1.0321  0.122

Entry 4:
Entry from OMol25: a structure of composition C26H27Br2CaN5O3 (wB97M-V/def2-TZVPD).

Results
**Energy relative to the best compared isomer or geometry (same formula, charge and spin)**: 1.81 kJ/mol
**Charge**: +2
**DFT total energy**: -7331.879172 Eh
**LUMO**: -5.25 eV
**Maximum force**: 0.138 eV/A

Each line ends with the Löwdin charge.
Element x y z (Å)
Ca 0.2806 -0.1668 0.1882  1.399
C 0.1797 4.2921 -0.5288  -0.061
C 1.3908 4.8330 -0.1121  -0.099
C 2.0607 4.2938 0.9865  -0.093
C 1.5112 3.2199 1.6756  -0.068
C 0.2834 2.7046 1.2759  -0.115
C -0.3806 3.2333 0.1754  -0.074
H -0.3467 4.7242 -1.3694  0.116
H 1.7915 5.7066 -0.6140  0.117
H 2.9829 4.7455 1.3330  0.118
H 2.0137 2.8102 2.5418  0.123
H -0.1854 1.9301 1.8779  0.085
H -1.3497 2.8439 -0.1143  0.103
Br -6.6636 1.5053 0.7521  0.862
C -4.8781 0.9683 0.6333  -0.668
C -4.0861 0.9031 1.7679  -0.071
C -2.7708 0.5086 1.6079  -0.122
N -2.2275 0.1893 0.4303  0.017
C -3.0065 0.2419 -0.6620  -0.206
C -4.3352 0.6338 -0.5989  -0.040
C -2.3631 -0.1311 -1.9589  -0.201
C -3.1105 -0.3472 -3.1070  -0.040
C -2.4491 -0.6725 -4.2820  -0.668
Br -3.4245 -0.9804 -5.8472  0.857
C -1.0674 -0.7667 -4.2855  -0.074
C -0.4091 -0.5433 -3.0904  -0.119
N -1.0278 -0.2435 -1.9483  0.016
H -4.4742 1.1543 2.7440  0.117
H -2.1149 0.4376 2.4673  0.105
H -4.9483 0.6977 -1.4841  0.108
H -4.1872 -0.2831 -3.1033  0.108
H -0.5208 -1.0098 -5.1846  0.116
H 0.6720 -0.5979 -3.0452  0.099
C 0.8628 -1.3844 4.5361  0.038
C 0.2095 -1.6295 3.2131  -0.484
O 0.0340 -0.7013 2.4036  -0.148
N -0.1913 -2.8725 2.9306  0.111
C -0.8453 -3.2376 1.6786  -0.086
C 0.1451 -3.6121 0.5987  -0.250
C 0.4568 -4.9401 0.3527  0.004
C 1.4037 -5.2469 -0.6116  -0.020
C 2.0151 -4.2122 -1.2993  -0.027
C 1.6414 -2.9158 -0.9979  -0.120
N 0.7222 -2.6094 -0.0771  0.020
H 0.2860 -0.6358 5.0783  0.103
H 1.8556 -0.9719 4.3596  0.103
H 0.9449 -2.2832 5.1426  0.091
H -0.0129 -3.5960 3.6083  0.158
H -1.4594 -2.3967 1.3555  0.111
H -1.5078 -4.0770 1.8809  0.136
H -0.0403 -5.7236 0.9089  0.125
H 1.6599 -6.2769 -0.8204  0.125
H 2.7636 -4.4004 -2.0553  0.119
H 2.0998 -2.0791 -1.5154  0.106
N 3.5717 2.7875 -1.6462  0.199
C 3.9569 1.7624 -0.6284  -0.027
C 2.7337 0.8670 -0.4298  -0.695
O 1.8710 0.8988 -1.3570  -0.124
O 2.6419 0.1941 0.6063  -0.056
H 4.3601 3.1579 -2.1742  0.176
H 3.0627 3.5578 -1.1926  0.121
H 2.8885 2.3149 -2.2637  0.155
H 4.2363 2.2472 0.3019  0.136
H 4.7943 1.1801 -1.0075  0.147

Entry 5:
Entry from OMol25: a structure of composition C26H27Br3FeN6O7 (wB97M-V/def2-TZVPD).

Results
**⟨S²⟩**: 0.79
**Spin multiplicity**: 2
**Energy relative to the best compared isomer or geometry (same formula, charge and spin)**: 104.57 kJ/mol
**Charge**: -1
**DFT total energy**: -10848.167561 Eh
**LUMO (spin up / spin down)**: 2.30 / 2.30 eV
**Maximum force**: 0.664 eV/A

Each line ends with the Löwdin charge.
Element x y z (Å)
Fe 0.2127 0.5956 0.3388  0.772
N 1.8017 1.7686 0.6882  0.021
C 2.2107 2.4658 -0.5421  -0.110
C 2.0148 1.5023 -1.7155  -0.536
O 2.4869 1.7111 -2.8333  0.010
N 1.3282 0.4581 -1.2806  0.033
C 0.9036 -0.7077 -1.9884  -0.265
C 0.9744 -1.8697 0.3157  -0.596
O 1.1909 -3.0317 0.5712  0.093
O 1.2166 -0.8489 1.0745  -0.042
H 2.4843 1.0615 0.9497  0.120
H 1.6485 2.3581 1.5111  0.080
H 1.5770 3.3396 -0.6866  0.117
H 3.2525 2.7895 -0.5103  0.120
H 0.0790 -0.4667 -2.6690  0.153
H 2.1203 -0.9806 -3.7055  0.142
C 3.1871 -1.8415 -2.0677  -0.037
C 1.8782 -1.5487 -2.7991  -0.282
C 1.2045 -2.8324 -3.2391  -0.032
C -0.0085 -3.3667 -3.0297  -0.043
C -1.1564 -2.8797 -2.2373  -0.179
C -2.4899 -3.2395 -2.4822  -0.626
Br -2.9465 -4.4718 -3.8651  0.710
C -3.5270 -2.6962 -1.7442  -0.196
C -3.2779 -1.7334 -0.7754  -0.589
Br -4.7328 -0.9437 0.1563  0.764
C -1.9761 -1.2819 -0.5052  -0.382
O -1.6658 -0.2724 0.2390  -0.106
C -0.9597 -1.9862 -1.2003  -0.135
N 0.3049 -1.4856 -0.9199  0.008
H 3.8469 -2.4399 -2.6996  0.076
H 3.0099 -2.3987 -1.1474  0.076
H 3.6982 -0.9082 -1.8291  0.077
H 1.8556 -3.4364 -3.8682  0.105
H -0.1946 -4.3081 -3.5340  0.065
H -4.5451 -3.0016 -1.9415  0.085
C -1.9803 1.4232 -2.8279  -0.006
N -2.6456 2.1274 -1.7492  -0.054
C -4.0941 2.1946 -1.8307  -0.164
C -4.6157 3.3241 -0.9682  -0.149
C -4.0592 3.1650 0.4305  -0.153
N -2.6126 3.0417 0.3926  -0.045
C -1.9063 3.4524 1.5901  -0.015
C -1.9547 2.4334 -0.6215  -0.420
O -0.7328 2.1853 -0.5354  -0.033
H -2.2872 1.8632 -3.7792  0.094
H -2.2366 0.3603 -2.8274  0.096
H -0.9090 1.5366 -2.7150  0.083
H -4.5287 1.2375 -1.5214  0.067
H -4.3594 2.3532 -2.8778  0.121
H -5.7058 3.3088 -0.9443  0.116
H -4.2960 4.2838 -1.3816  0.120
H -4.4944 2.2881 0.9238  0.118
H -4.2994 4.0377 1.0411  0.120
H -2.0934 4.5139 1.7743  0.098
H -0.8427 3.2858 1.4677  0.076
H -2.2472 2.8772 2.4544  0.097
Br -0.7479 2.2260 8.4210  0.702
C -1.1928 1.5094 6.7205  -0.670
C -2.2643 0.6378 6.6096  -0.205
N -2.6299 0.1003 5.4509  0.074
C -1.9268 0.4210 4.3648  -0.060
C -0.8425 1.2930 4.3899  -0.097
C -0.4635 1.8516 5.5999  -0.050
C -0.0967 1.6529 3.1228  -0.591
O 0.8577 2.4395 3.2024  0.012
O -0.5493 1.0774 2.0880  -0.090
H -2.8432 0.3683 7.4857  0.096
H -2.2277 -0.0221 3.4226  0.126
H 0.3774 2.5308 5.6338  0.115

Entry 6:
Entry from OMol25: a structure of composition C26H27CaClN4O8S3 (wB97M-V/def2-TZVPD).

Results
**Energy relative to the best compared isomer or geometry (same formula, charge and spin)**: 74.98 kJ/mol
**Charge**: 0
**DFT total energy**: -4160.126247 Eh
**LUMO**: 0.34 eV
**Maximum force**: 1.765 eV/A

Each line ends with the Löwdin charge.
Element x y z (Å)
Ca 1.3209 -1.6090 -0.8501  1.349
N -2.3553 -0.3259 6.5119  0.098
C -1.6854 -0.7432 5.3703  -0.320
C -1.4972 -2.1038 5.1225  -0.025
C -0.7929 -2.5271 4.0132  -0.058
C -0.2614 -1.5908 3.1321  -0.291
C -0.4299 -0.2319 3.3754  -0.059
C -1.1394 0.1896 4.4845  -0.033
S 0.5792 -2.1516 1.7130  0.579
O 1.4946 -1.0552 1.3061  -0.453
O 1.2230 -3.3982 2.0299  -0.275
N -0.4321 -2.2210 0.4747  -0.226
C -1.3033 -3.3187 0.3633  -0.438
N -1.8449 -3.4241 -0.8591  0.125
C -2.6722 -4.4424 -1.0515  -0.132
C -2.9857 -5.3535 -0.0579  -0.066
C -2.4126 -5.1123 1.1754  -0.123
N -1.5846 -4.0977 1.4049  0.130
H -2.9644 -0.9980 6.9453  0.088
H -2.7177 0.6114 6.5124  0.087
H -1.9010 -2.8380 5.8106  0.112
H -0.6510 -3.5796 3.8187  0.105
H 0.0046 0.4959 2.7007  0.097
H -1.2635 1.2496 4.6775  0.108
H -3.1023 -4.5318 -2.0442  0.107
H -3.6466 -6.1897 -0.2324  0.095
H -2.6312 -5.7555 2.0226  0.109
O 2.0684 -3.3838 -1.9664  -0.447
Cl 3.2342 -2.5450 -2.3978  0.698
O 4.2583 -3.3425 -2.9728  -0.264
O 3.6815 -1.8513 -1.1641  -0.415
O 2.7135 -1.5261 -3.3029  -0.355
O 1.8805 0.4641 -1.2751  -0.679
S 3.0637 1.2845 -1.7636  1.075
C 2.3849 2.2483 -3.1638  -0.280
C 0.8666 2.0868 -3.3133  -0.212
C 0.4933 0.9078 -4.2127  -0.223
C -0.9960 0.5518 -4.2382  -0.291
S -1.4749 -0.5973 -2.9030  1.046
O -0.1558 -1.1381 -2.4174  -0.656
C -2.0362 0.6092 -1.7202  -0.380
C -3.2535 1.2188 -1.9981  -0.096
C -3.7438 2.1856 -1.1351  -0.075
C -3.0206 2.5276 0.0014  -0.074
C -1.8207 1.8908 0.2801  -0.056
C -1.3216 0.9160 -0.5747  -0.063
C 3.2009 2.5690 -0.5442  -0.374
C 4.0007 3.6823 -0.7757  -0.090
C 4.1175 4.6445 0.2136  -0.075
C 3.4533 4.4805 1.4252  -0.078
C 2.6841 3.3501 1.6511  -0.063
C 2.5532 2.3765 0.6659  -0.053
H 2.9132 1.8833 -4.0465  0.095
H 2.6721 3.2829 -2.9897  0.078
H 0.4633 3.0145 -3.7266  0.122
H 0.4256 1.9666 -2.3248  0.093
H 1.0462 0.0236 -3.9001  0.075
H 0.8010 1.1210 -5.2402  0.123
H -1.2547 0.0302 -5.1600  0.087
H -1.6471 1.4214 -4.1402  0.088
H -3.8211 0.9424 -2.8811  0.114
H -4.6910 2.6653 -1.3457  0.106
H -3.4005 3.2847 0.6754  0.105
H -1.2671 2.1492 1.1746  0.102
H -0.3987 0.4120 -0.3342  0.074
H 4.5392 3.8023 -1.7091  0.113
H 4.7305 5.5199 0.0423  0.107
H 3.5491 5.2327 2.1977  0.105
H 2.1859 3.2127 2.6028  0.108
H 1.9745 1.4777 0.8371  0.092